1.
C31H51Cl9O12 | the ωB97M-V functional and the def2-TZVPD basis

As for the total energy: -6256.18493 Eh. The LUMO energy is -1.84 eV. The multiplicity is 1. The gap between HOMO and LUMO is 7.71 eV. As for the relative energy (zero: lowest compared OMol25 entry of this formula, charge and spin): 3.328 eV.

Last column: Mulliken charge in e.
CARTESIAN COORDINATES (ANGSTROEM)
O (-1.9300, -6.8099, -0.5835)  -0.60
C (-1.6251, -6.9666, 0.6079)  1.00
C (-1.6758, -8.3429, 1.2727)  -0.99
C (-1.6242, -8.4133, 2.6107)  0.48
O (-1.8082, -9.6393, 3.2710)  -0.55
C (-1.3177, -7.3172, 3.5460)  0.51
O (-1.2125, -7.4772, 4.7614)  -0.62
C (-1.3091, -6.0339, 2.8653)  -0.33
C (-1.3638, -5.8833, 1.5025)  0.07
O (-1.2431, -4.7326, 0.9753)  -0.20
H (-1.7660, -9.2178, 0.6459)  0.42
H (-1.3741, -9.6762, 4.1264)  0.34
H (-1.2393, -5.1316, 3.4546)  0.19
H (-1.3226, -4.8368, 0.0243)  0.26
O (0.9303, -4.1157, -2.7740)  -0.47
C (1.3677, -3.8585, -3.8865)  0.77
C (0.7794, -4.3357, -5.0891)  -0.98
C (1.2588, -4.0716, -6.3264)  0.72
O (0.6071, -4.5105, -7.4291)  -0.51
C (2.3787, -3.1644, -6.6228)  0.35
O (2.9643, -2.9895, -7.6831)  -0.59
C (2.7736, -2.3978, -5.3960)  -0.68
C (2.3477, -2.7185, -4.1530)  0.44
O (2.7823, -2.1195, -3.0024)  -0.54
H (-0.1236, -4.9281, -5.0825)  0.47
H (0.9370, -4.1155, -8.2395)  0.34
H (3.4190, -1.5338, -5.4542)  0.46
H (2.4964, -2.6280, -2.2400)  0.23
Cl (-1.5320, -1.8598, -5.4231)  -0.09
C (-3.1940, -2.1644, -4.7351)  -0.12
Cl (-3.4326, -0.9128, -3.4533)  -0.10
Cl (-3.4181, -3.8821, -4.2223)  -0.10
H (-3.9563, -1.8643, -5.4540)  0.40
Cl (-3.9273, -0.7156, 1.6578)  -0.08
C (-4.4787, 0.3180, 3.0229)  0.39
Cl (-6.1351, 0.0040, 3.5742)  -0.14
Cl (-4.3966, 2.0405, 2.5198)  -0.11
H (-3.7790, 0.0680, 3.8205)  -0.07
Cl (-1.4559, 0.0313, 5.1588)  -0.16
C (-0.8323, -0.7426, 3.6208)  0.86
Cl (-1.3736, -2.4386, 3.6626)  -0.11
Cl (0.9137, -0.5864, 3.5811)  -0.13
H (-1.2431, -0.3800, 2.6785)  -0.55
C (2.2326, 6.4605, 2.1947)  -1.35
C (1.0894, 5.7063, 2.8083)  0.36
O (0.6658, 6.4430, 4.0302)  -0.36
C (-0.5596, 5.9328, 4.4689)  0.17
C (-0.6186, 6.4003, 5.8794)  -1.46
H (1.7821, 7.3751, 1.8090)  0.29
H (2.9442, 6.6689, 2.9936)  0.33
H (2.6822, 5.9584, 1.3380)  0.38
H (0.2991, 5.7969, 2.0630)  -0.08
H (1.3591, 4.6558, 2.9168)  0.29
H (-1.4668, 6.2873, 3.9796)  0.23
H (-0.5798, 4.8456, 4.5441)  0.17
H (-0.8974, 7.4526, 5.9340)  0.31
H (0.2909, 6.3326, 6.4765)  0.35
H (-1.3677, 5.8415, 6.4404)  0.40
C (-0.1832, -1.2847, -0.8467)  -0.70
C (-1.0266, -0.0643, -0.8163)  -0.12
O (-1.1058, 0.6051, 0.4929)  -0.06
C (-1.7403, 1.8842, 0.4088)  -0.53
C (-1.3106, 2.8021, 1.6065)  -1.01
H (0.7524, -0.8962, -0.4445)  0.16
H (-0.4676, -1.9872, -0.0633)  0.10
H (0.0235, -1.7550, -1.8080)  0.35
H (-0.6009, 0.7302, -1.4293)  0.37
H (-2.0502, -0.2829, -1.1204)  0.06
H (-1.4847, 2.3625, -0.5367)  0.37
H (-2.7852, 1.5741, 0.4055)  0.28
H (-0.2652, 2.5371, 1.7646)  0.28
H (-1.8682, 2.4342, 2.4678)  0.11
H (-1.4982, 3.8758, 1.6082)  0.38
C (5.6153, -2.1048, -0.4801)  -1.10
C (4.3987, -2.2194, 0.5317)  -0.22
O (3.8775, -3.5145, 0.6029)  -0.39
C (2.7636, -3.5933, 1.5222)  0.16
C (2.2939, -5.1011, 1.4266)  -0.75
H (5.9612, -1.0716, -0.5110)  0.38
H (6.3758, -2.8714, -0.3317)  0.33
H (5.2642, -2.2553, -1.5010)  0.17
H (4.6705, -1.9626, 1.5556)  0.43
H (3.7123, -1.4251, 0.2385)  0.16
H (2.9794, -3.4340, 2.5787)  0.32
H (2.0015, -2.8704, 1.2314)  -0.05
H (2.4427, -5.4210, 0.3952)  0.34
H (1.2527, -5.2381, 1.7185)  -0.06
H (2.8494, -5.6104, 2.2142)  0.36
C (1.1874, 7.4995, -3.7918)  -1.24
C (0.2494, 7.8887, -2.5605)  -0.13
O (-0.7196, 6.8492, -2.5616)  -0.28
C (-1.6833, 6.9651, -1.5422)  -0.11
C (-2.6774, 5.7712, -1.7323)  -1.10
H (2.0555, 8.1492, -3.9034)  0.38
H (1.6125, 6.4991, -3.7119)  0.32
H (0.6800, 7.4197, -4.7532)  0.32
H (0.8183, 7.7447, -1.6419)  0.19
H (-0.1136, 8.9066, -2.7024)  0.30
H (-1.2274, 6.8803, -0.5558)  0.09
H (-2.1831, 7.9334, -1.5688)  0.31
H (-3.2635, 5.7756, -0.8133)  0.36
H (-2.0552, 4.9094, -1.9736)  0.22
H (-3.2506, 5.8597, -2.6552)  0.36

=====

2.
C33H29BrN9O2Sn | the ωB97M-V functional and the def2-TZVPD basis

As for the total energy: -4705.38038 Eh. The LUMO energy (alpha / beta) is -10.39 / -10.96 eV. The multiplicity is 1. The gap between HOMO and LUMO (alpha / beta) is 4.79 / 4.22 eV. As for the relative energy (zero: lowest compared OMol25 entry of this formula, charge and spin): 0.824 eV. As for the total charge: +3.

Last column: Mulliken charge in e.
CARTESIAN COORDINATES (ANGSTROEM)
Sn (-0.6407, 1.3787, 1.9427)  0.83
O (0.0364, 0.4740, 6.2178)  -0.56
C (1.3568, 0.3048, 6.2457)  0.71
C (1.9813, 0.4574, 7.5100)  -0.37
C (3.3353, 0.3156, 7.6200)  -0.56
C (4.0750, -0.0825, 6.4932)  -0.55
C (3.4342, -0.2719, 5.2771)  -0.77
C (2.1048, 0.0483, 5.1310)  0.55
C (1.4651, 0.0789, 3.7579)  0.57
O (0.1626, 0.5246, 3.7412)  -0.62
N (2.2957, 1.0291, 2.9174)  -0.36
N (1.6109, 1.5645, 1.7562)  -0.20
C (2.3972, 2.2569, 0.8805)  -0.28
C (2.0523, 2.8974, -0.2912)  -0.05
Br (0.3005, 2.8763, -1.0469)  -0.21
C (2.9637, 3.8074, -0.9334)  -0.53
C (4.3832, 3.8401, -0.7276)  0.74
C (5.1922, 5.0214, -0.8027)  -0.57
C (6.5426, 4.9733, -0.5332)  -0.37
C (7.1867, 3.7874, -0.1690)  -0.53
C (6.4656, 2.5953, -0.3192)  -0.62
C (5.0768, 2.5675, -0.4919)  -0.45
H (-0.1790, 0.6648, 5.1830)  0.40
H (1.3048, 0.7587, 8.3690)  0.42
H (3.8799, 0.6012, 8.5435)  0.41
H (5.0936, -0.3472, 6.5620)  0.48
H (4.0481, -0.5716, 4.4313)  0.38
H (1.5640, -0.8839, 3.3032)  0.37
H (3.0782, 0.4279, 2.6362)  0.32
H (3.4049, 2.5381, 1.2620)  0.75
H (2.5624, 4.6640, -1.5035)  0.42
H (4.7280, 5.9542, -1.0603)  0.39
H (7.1044, 5.8795, -0.6221)  0.41
H (8.2435, 3.7550, 0.1236)  0.40
H (6.9081, 1.6535, -0.0745)  0.38
H (4.5147, 1.6433, -0.5385)  0.57
N (-5.0486, -2.8422, -0.7522)  -0.50
C (-4.5018, -2.3388, 0.1530)  0.00
C (-3.8460, -1.9508, 1.3265)  0.42
C (-4.3475, -2.1152, 2.6205)  -0.38
C (-3.5007, -1.9983, 3.7020)  -0.81
C (-2.1873, -1.6184, 3.4188)  -0.14
N (-1.7282, -1.2716, 2.2097)  -0.42
C (-2.5848, -1.4000, 1.1842)  -0.25
H (-5.4329, -2.3781, 2.6665)  0.46
H (-3.7342, -2.2840, 4.7145)  0.44
H (-1.5039, -1.6046, 4.2710)  0.41
H (-2.2099, -1.0850, 0.2154)  0.93
C (-0.6706, -0.5441, -3.3449)  -1.28
C (-2.0390, -0.1674, -2.9825)  0.31
N (-2.4720, -0.0335, -1.7482)  0.05
C (-3.6314, 0.7373, -1.8465)  -0.85
C (-3.9713, 0.9801, -3.1259)  -0.34
N (-2.9503, 0.4411, -3.8930)  0.29
C (-2.9448, 0.1197, -5.3259)  -0.77
N (-2.8754, -1.2539, -5.7093)  0.58
N (-2.4073, -1.5030, -7.0087)  -0.63
N (-2.3650, -2.7457, -7.2403)  -0.38
C (-2.9439, -3.4180, -6.1914)  0.25
C (-3.1423, -4.8345, -6.0242)  -0.66
C (-3.7915, -5.1972, -4.8603)  -0.22
C (-4.2467, -4.2754, -3.9016)  -0.86
C (-3.9149, -2.9202, -3.9916)  0.01
C (-3.3299, -2.4656, -5.1951)  0.98
H (-0.2165, -1.0012, -2.4410)  0.32
H (-0.1152, 0.3498, -3.6089)  0.32
H (-0.5841, -1.2942, -4.1725)  0.28
H (-4.1669, 0.9784, -0.9406)  0.50
H (-4.8253, 1.4835, -3.5611)  0.49
H (-2.1055, 0.5395, -5.8643)  0.37
H (-3.7831, 0.5671, -5.8311)  0.43
H (-2.8937, -5.5640, -6.8264)  0.44
H (-3.9288, -6.2623, -4.6508)  0.40
H (-4.8208, -4.6991, -3.1192)  0.53
H (-4.2719, -2.3122, -3.1151)  0.38

=====

3.
C24H48F2LiNO28S2 | the ωB97M-V functional and the def2-TZVPD basis

As for the total energy: -4107.97540 Eh. The LUMO energy (alpha / beta) is -2.84 / -9.16 eV. The multiplicity is 2. The gap between HOMO and LUMO (alpha / beta) is 9.08 / 2.77 eV. Its expectation value of S² is 0.756. As for the total charge: +1.

Last column: Löwdin spin population.
CARTESIAN COORDINATES (ANGSTROEM)
Li (-0.4571, 2.9250, 1.4174)  0.00
N (0.1695, 1.8975, 0.0390)  0.00
S (1.4431, 1.3689, -0.5587)  0.00
O (1.9024, 1.8946, -1.8186)  0.00
O (1.7416, -0.0008, -0.1932)  0.00
F (2.4433, 2.2977, 0.3418)  0.00
S (-0.7684, 1.0300, -1.0287)  0.00
O (-1.1357, -0.3296, -0.6315)  0.00
O (-0.6772, 1.3186, -2.4454)  0.00
F (-2.0730, 1.8787, -0.7024)  0.00
C (1.2738, -6.7440, 0.5625)  0.00
O (0.7395, -5.7062, -0.2870)  0.04
C (-0.0200, -6.0460, -1.3197)  0.00
O (-0.2952, -7.1821, -1.6102)  0.02
O (-0.3716, -4.9307, -2.0200)  0.00
C (-0.1500, -3.5701, -1.6357)  0.00
H (2.3064, -6.9366, 0.2714)  0.00
H (0.6736, -7.6532, 0.5950)  0.00
H (1.2138, -6.4017, 1.5956)  0.00
H (0.8334, -3.2149, -1.3278)  0.00
H (-0.7867, -3.3039, -0.7920)  0.00
H (-0.5524, -2.9570, -2.4422)  0.00
C (-1.1968, -4.9814, 2.9095)  0.00
O (-0.1979, -3.9720, 2.7842)  0.00
C (-0.5980, -2.7017, 2.7104)  0.00
O (-1.7355, -2.3094, 2.5509)  0.00
O (0.5135, -1.9747, 2.7511)  0.00
C (0.3586, -0.5515, 3.0411)  0.00
H (-0.8077, -5.6500, 3.6774)  0.00
H (-1.1122, -5.5644, 1.9924)  0.00
H (-2.2307, -4.7154, 3.1292)  0.00
H (-0.2603, -0.2322, 3.8796)  0.00
H (0.1741, 0.1272, 2.2084)  0.00
H (1.3707, -0.2042, 3.2491)  0.00
C (-3.4029, 0.3481, 2.3232)  0.00
O (-3.7093, 1.7026, 2.6805)  0.00
C (-2.7118, 2.4718, 3.0227)  0.00
O (-1.5275, 2.1849, 3.0999)  0.00
O (-3.1782, 3.7501, 3.0916)  0.00
C (-4.4610, 4.0794, 3.5106)  0.00
H (-4.3311, -0.2088, 2.1950)  0.00
H (-2.9287, -0.1721, 3.1553)  0.00
H (-2.7886, 0.3361, 1.4229)  0.00
H (-4.8089, 3.6423, 4.4466)  0.00
H (-5.2374, 3.8627, 2.7769)  0.00
H (-4.4283, 5.1661, 3.5877)  0.00
C (-8.4013, -0.2315, -1.7529)  0.00
O (-7.3384, 0.1311, -2.6587)  0.00
C (-6.2514, 0.6638, -2.1525)  0.00
O (-5.9789, 0.8468, -0.9641)  0.00
O (-5.4562, 1.0461, -3.1906)  0.00
C (-4.2616, 1.8521, -3.0244)  0.00
H (-8.5997, 0.6311, -1.1168)  0.00
H (-8.1716, -1.0417, -1.0609)  0.00
H (-9.2925, -0.4417, -2.3441)  0.00
H (-4.4394, 2.5963, -2.2481)  0.00
H (-4.1456, 2.4948, -3.8971)  0.00
H (-3.4146, 1.1931, -2.8335)  0.00
C (2.9063, 2.2314, 4.0069)  0.00
O (2.5258, 3.6015, 4.3555)  0.00
C (1.4270, 4.1814, 3.7946)  0.00
O (0.7777, 3.6604, 2.8416)  0.00
O (1.2443, 5.4800, 4.2435)  0.00
C (0.3485, 6.3096, 3.4938)  0.00
H (2.3926, 1.8668, 3.1173)  0.00
H (2.6817, 1.4874, 4.7711)  0.00
H (3.9869, 2.1768, 3.8751)  0.00
H (-0.6973, 6.0076, 3.4371)  0.00
H (0.8727, 6.7107, 2.6263)  0.00
H (0.1820, 7.1393, 4.1808)  0.00
C (7.2436, -1.4416, -3.4744)  0.00
O (5.9897, -0.7161, -3.7188)  0.00
C (4.8501, -1.4313, -3.7894)  0.00
O (4.8139, -2.6982, -3.9416)  0.00
O (3.8313, -0.6009, -3.6260)  0.00
C (2.4788, -1.0400, -3.6469)  0.00
H (7.1676, -2.0642, -2.5830)  0.00
H (7.9308, -0.6144, -3.2966)  0.00
H (7.4589, -2.1307, -4.2910)  0.00
H (1.7984, -0.3204, -3.1917)  0.00
H (2.3311, -1.9789, -3.1131)  0.00
H (2.0353, -1.0368, -4.6425)  0.00
C (-2.6311, 5.6522, -2.8114)  0.00
O (-2.7019, 5.2079, -1.4773)  0.00
C (-1.6276, 5.0044, -0.5629)  0.00
O (-1.7678, 4.5118, 0.5918)  0.00
O (-0.4297, 5.2693, -1.2084)  0.00
C (0.8032, 5.0546, -0.6615)  0.00
H (-1.8521, 5.0585, -3.2897)  0.00
H (-2.2199, 6.6574, -2.9034)  0.00
H (-3.5552, 5.4198, -3.3407)  0.00
H (1.1579, 5.9474, -0.1464)  0.00
H (1.5150, 5.0431, -1.4868)  0.00
H (1.0657, 4.1523, -0.1092)  0.00
C (6.0601, -5.4654, -2.4314)  0.00
O (5.5593, -4.4017, -1.5980)  0.09
C (4.3324, -4.3778, -1.1538)  0.03
O (3.5065, -5.2826, -1.4614)  0.74
O (4.1646, -3.3190, -0.3201)  0.07
C (2.9851, -2.9554, 0.3571)  0.00
H (6.0303, -6.4061, -1.8816)  0.00
H (7.1143, -5.2836, -2.6408)  0.00
H (5.5588, -5.4481, -3.3991)  0.00
H (2.3349, -3.7777, 0.0585)  0.00
H (2.4181, -2.0719, 0.0638)  0.00
H (3.1353, -2.7762, 1.4217)  0.00

=====

4.
C3H3AgFO | the ωB97M-V functional and the def2-TZVPD basis

As for the total energy: -437.18952 Eh. The LUMO energy (alpha / beta) is -11.86 / -14.16 eV. The multiplicity is 2. The gap between HOMO and LUMO (alpha / beta) is 9.94 / 8.02 eV. Its expectation value of S² is 0.756. As for the total charge: +2.

Last column: Löwdin spin population.
CARTESIAN COORDINATES (ANGSTROEM)
H (1.4976, 1.0079, -0.0707)  0.03
H (0.6582, 1.2843, 1.5113)  0.00
O (-0.3262, -2.7794, 0.9160)  0.02
C (0.5427, 1.1780, 0.4303)  0.16
C (-0.5312, 0.4249, 0.0335)  0.54
C (-0.2110, -1.9260, 0.1979)  0.08
H (-1.0298, 1.5501, 0.3891)  0.03
F (-0.9989, 0.3799, -1.2908)  0.12
Ag (0.3986, -1.1197, -2.1167)  0.02